No. 1
2 unconnected molecules or ions with the total composition C3H6N4O in a non-equilibrium geometry. Source: the OMol25 dataset; level of theory: ωB97M-V with the def2-TZVPD basis set.

charge = 0
lowest unoccupied orbital energy (spin up / spin down) = -0.470 / -1.040 eV
gap between HOMO and LUMO (spin up / spin down) = 7.8 / 8.1 eV
multiplicity = 1
DFT total energy = -411.9508 Ha
E_HOMO (spin up / spin down) = -8.226 / -9.146 eV
relative energy (zero: lowest compared OMol25 entry of this formula, charge and spin) = 162.0 kcal/mol

Atoms and positions in Å:
C  0.7555  1.7753  -0.3508
C  -0.6160  1.7521  -0.4920
N  -1.0798  0.8826  0.5415
O  -2.3413  0.3753  0.5844
N  -0.5156  -1.6232  -0.1127
H  1.3307  2.1297  -1.2183
H  -1.2728  2.5109  -0.8316
H  2.0704  -0.4459  1.5482
H  -0.0350  -1.1144  -0.8252
N  -0.1439  0.1636  0.9853
H  -0.0044  -2.3960  0.2991
C  1.0996  0.6870  0.5182
H  -2.2947  -0.5439  0.4270
N  2.2116  0.1159  0.7248

Atom charges from the natural (NBO) analysis, given in e for atoms 1 to 2: -0.31 -0.05

No. 2
3 unconnected molecules or ions with the total composition C28H57NO2 in a non-equilibrium geometry. Source: the OMol25 dataset; level of theory: ωB97M-V with the def2-TZVPD basis set.

charge = 0
lowest unoccupied orbital energy = 0.514 eV
gap between HOMO and LUMO = 10.7 eV
multiplicity = 1
DFT total energy = -1305.9760 Ha
E_HOMO = -10.158 eV
structure (SMILES) = [H]/N=C/C[C@H]1C(=O)OC[C@@H]1CCCCCCCCCC.CCCCCC.CCCCCC

Atoms and positions in Å:
C  -5.4971  0.9235  2.0780
C  1.4863  0.7346  -2.1017
H  6.2268  0.5524  3.2098
H  2.6850  1.1439  4.6125
H  -3.1698  0.0591  -5.5408
H  3.2437  1.6762  -2.9130
C  -3.8300  -2.0471  -4.9461
H  -3.0758  -1.1849  -6.9535
H  3.2323  -1.3734  -2.5579
H  6.3788  1.1666  5.6354
H  -3.7580  -4.9367  -2.5626
C  -4.9337  3.7845  3.8283
N  -0.7013  -0.3338  -4.4771
H  -6.2671  -2.5429  1.8040
H  -5.3112  -0.5303  3.8326
H  -4.3691  1.7509  4.8549
C  2.7577  0.6933  -2.9334
C  3.5667  1.1882  3.9610
H  7.2175  3.5393  5.4048
C  -4.5806  -3.0188  -0.3382
C  -4.0019  1.5298  2.5201
C  6.6358  1.5269  3.5085
H  -4.6633  4.5574  4.6969
H  4.5709  -0.4357  -3.1791
O  -4.2394  -3.9911  -6.5154
C  -4.1219  -3.8714  -2.9311
H  4.2982  1.9333  -0.9318
C  -1.2511  -1.1944  -5.4208
H  -3.5171  2.1921  1.6860
H  8.2787  2.5468  6.4066
H  6.9388  0.4579  -1.4312
H  -2.1649  -3.2260  -3.7235
H  -6.2730  1.7033  2.5434
H  0.9569  -0.2219  -2.1577
H  5.2477  2.5961  2.2603
H  -3.2591  -5.5339  -5.1432
C  -3.2165  -3.4076  -4.2581
H  6.0149  3.5987  3.4699
H  -5.6706  0.9804  0.9145
C  4.2588  -0.2357  -1.0479
H  8.7338  2.9094  4.7322
C  -5.8418  -0.5199  2.7643
H  -0.6195  -2.0383  -5.9339
H  3.2242  1.1364  2.9226
C  -4.8985  -2.7548  -6.0105
H  -3.9647  -3.8493  0.2541
H  -2.0712  -4.4626  -6.0267
H  -4.8989  4.3433  2.8008
H  0.3190  -0.6108  -4.3955
H  -3.2840  0.6004  2.7302
H  6.7127  2.2153  -1.3789
H  -5.2203  -0.8372  -0.1982
H  -5.6697  -3.4240  -0.5948
H  0.8146  1.5175  -2.4754
H  3.6713  3.3267  4.0217
C  3.7286  -0.3989  -2.4759
H  4.9418  -1.0664  -0.8335
C  4.3372  2.4748  4.2081
C  6.2256  1.2664  -1.6199
H  7.8906  0.5779  4.9711
H  1.6952  0.9521  -1.0513
H  -4.5865  -2.4806  2.6610
H  4.6215  2.5370  5.2654
H  -3.5124  -1.2841  0.6878
H  -4.5386  -1.3461  -4.3330
H  -5.2684  -4.0079  -3.2101
C  -3.8711  -2.6856  -1.7980
H  3.4286  -0.3413  -0.3369
H  5.2600  1.1179  0.2862
O  -6.0969  -2.2312  -6.2804
H  -7.0060  -0.5142  3.0040
H  -6.0666  3.4865  4.0248
C  -4.6359  -1.5731  0.5020
H  5.9921  1.2770  -2.6886
C  -3.1672  -4.4193  -5.5556
C  5.5693  2.6084  3.3087
C  -4.0544  2.4035  3.9060
H  4.1753  0.3044  4.1679
C  4.9755  1.0874  -0.7729
C  7.8920  2.6781  5.3922
H  -2.9318  2.7354  4.1354
C  7.1817  1.4144  4.9330
C  -2.8414  -1.0550  -5.8084
C  -5.3152  -1.8407  1.9653
H  -4.4030  -1.6906  -2.1835
H  -2.7039  -2.5218  -1.6849
H  2.4887  0.5089  -3.9810
H  7.4655  1.7252  2.8196

Atom charges from the Löwdin analysis, given in e for atoms 1 to 2: -0.22 -0.13